{
  "formula": "C41H119N9O14",
  "method": "ωB97M-V/def2-TZVPD",
  "elements": ["C", "C", "C", "O", "C", "N", "H", "H", "H", "H", "H", "H", "H", "H", "H", "H", "H", "C", "C", "C", "O", "C", "N", "H", "H", "H", "H", "H", "H", "H", "H", "H", "H", "H", "C", "C", "C", "O", "C", "N", "H", "H", "H", "H", "H", "H", "H", "H", "H", "H", "H", "C", "C", "C", "O", "C", "N", "H", "H", "H", "H", "H", "H", "H", "H", "H", "H", "H", "C", "C", "C", "O", "C", "N", "H", "H", "H", "H", "H", "H", "H", "H", "H", "H", "H", "C", "C", "C", "O", "C", "N", "H", "H", "H", "H", "H", "H", "H", "H", "H", "H", "H", "C", "C", "C", "O", "C", "N", "H", "H", "H", "H", "H", "H", "H", "H", "H", "H", "H", "C", "C", "C", "O", "C", "N", "H", "H", "H", "H", "H", "H", "H", "H", "H", "H", "H", "C", "C", "C", "O", "C", "N", "H", "H", "H", "H", "H", "H", "H", "H", "H", "H", "H", "C", "O", "H", "H", "H", "H", "C", "O", "H", "H", "H", "H", "C", "O", "H", "H", "H", "H", "C", "O", "H", "H", "H", "H", "C", "O", "H", "H", "H", "H"],
  "coordinates": [[4.54, -3.12, -1.70], [4.17, -4.13, -2.88], [3.20, -3.29, -3.70], [2.62, -4.00, -4.78], [2.15, -3.21, -5.92], [5.35, -4.66, -3.53], [3.68, -2.85, -1.09], [4.92, -2.16, -2.07], [5.31, -3.59, -1.04], [3.79, -4.98, -2.34], [3.78, -2.45, -4.03], [2.44, -2.84, -3.07], [2.93, -2.65, -6.39], [1.31, -2.56, -5.58], [1.80, -3.92, -6.66], [5.72, -3.99, -4.16], [5.11, -5.52, -3.98], [-7.09, -4.31, 2.28], [-6.42, -2.95, 2.43], [-5.08, -2.98, 1.68], [-4.41, -1.72, 1.79], [-3.12, -1.67, 1.14], [-7.36, -1.93, 1.96], [-6.47, -5.20, 2.52], [-7.37, -4.46, 1.23], [-8.01, -4.42, 2.87], [-6.19, -2.79, 3.48], [-5.30, -3.10, 0.63], [-4.48, -3.84, 2.07], [-2.68, -0.71, 1.39], [-3.25, -1.76, 0.07], [-2.48, -2.49, 1.50], [-6.89, -1.09, 1.72], [-7.79, -2.24, 1.09], [-3.69, 1.61, 1.83], [-4.50, 1.72, 3.09], [-3.84, 0.86, 4.15], [-2.47, 1.29, 4.36], [-1.97, 0.42, 5.35], [-4.57, 3.12, 3.49], [-3.81, 0.71, 1.29], [-2.59, 1.74, 2.03], [-3.92, 2.47, 1.16], [-5.52, 1.22, 2.92], [-3.89, -0.13, 3.74], [-4.35, 0.91, 5.11], [-2.62, 0.28, 6.21], [-1.01, 0.81, 5.67], [-1.72, -0.54, 4.87], [-4.97, 3.23, 4.40], [-5.00, 3.73, 2.85], [-1.32, -5.92, -2.40], [-1.76, -4.77, -3.27], [-2.56, -3.71, -2.43], [-3.61, -4.36, -1.75], [-4.80, -4.40, -2.55], [-0.60, -4.05, -3.83], [-0.86, -6.77, -2.95], [-2.19, -6.29, -1.84], [-0.58, -5.57, -1.72], [-2.40, -5.07, -4.11], [-2.92, -2.89, -3.10], [-1.90, -3.23, -1.69], [-5.66, -4.59, -1.91], [-4.76, -5.23, -3.27], [-4.97, -3.45, -3.07], [-0.09, -3.62, -3.05], [-0.06, -4.67, -4.43], [3.88, -1.44, 2.82], [4.22, -0.94, 4.18], [3.48, 0.38, 4.49], [3.79, 0.90, 5.70], [3.14, 2.17, 5.87], [3.97, -1.96, 5.17], [4.36, -2.40, 2.61], [4.19, -0.69, 2.05], [2.76, -1.55, 2.77], [5.33, -0.85, 4.18], [2.43, 0.20, 4.33], [3.74, 1.11, 3.72], [3.48, 2.64, 6.80], [2.02, 2.09, 5.97], [3.39, 2.87, 5.11], [4.21, -1.61, 6.05], [3.06, -2.37, 5.18], [0.25, 5.90, 4.68], [-0.18, 4.43, 4.87], [-0.64, 4.09, 6.29], [0.38, 4.49, 7.13], [0.20, 3.79, 8.31], [-1.20, 4.09, 3.91], [-0.30, 6.58, 5.33], [0.17, 6.21, 3.65], [1.27, 6.03, 5.02], [0.67, 3.80, 4.62], [-0.83, 3.00, 6.43], [-1.61, 4.61, 6.52], [-0.85, 3.76, 8.68], [0.79, 4.18, 9.16], [0.36, 2.74, 8.15], [-1.51, 3.14, 3.99], [-2.03, 4.68, 4.05], [-0.99, 1.29, -7.71], [-0.03, 1.59, -6.56], [-0.86, 1.75, -5.22], [0.08, 2.20, -4.24], [0.35, 3.56, -4.40], [1.00, 0.56, -6.33], [-0.47, 1.20, -8.69], [-1.68, 2.16, -7.84], [-1.67, 0.43, -7.63], [0.43, 2.54, -6.85], [-1.39, 0.82, -5.03], [-1.72, 2.47, -5.35], [1.04, 3.75, -5.23], [0.84, 4.01, -3.52], [-0.51, 4.21, -4.63], [1.49, 0.64, -5.46], [0.54, -0.33, -6.26], [2.46, 3.12, 2.44], [1.82, 4.01, 1.36], [2.41, 3.64, -0.05], [3.83, 4.04, 0.12], [4.56, 4.35, -1.06], [0.36, 3.80, 1.41], [2.00, 3.35, 3.37], [3.52, 3.32, 2.50], [2.43, 2.07, 2.24], [2.09, 5.06, 1.54], [1.93, 4.06, -0.93], [2.39, 2.54, -0.10], [5.61, 4.46, -0.72], [4.28, 5.28, -1.54], [4.62, 3.50, -1.78], [0.18, 2.80, 1.39], [-0.06, 4.15, 2.27], [-0.38, -0.51, -2.31], [0.37, -0.01, -1.11], [-0.44, -0.04, 0.15], [0.40, 0.45, 1.17], [0.03, 0.03, 2.47], [1.61, -0.78, -1.01], [-1.27, 0.10, -2.52], [-0.66, -1.58, -2.29], [0.21, -0.36, -3.23], [0.68, 1.03, -1.34], [-0.71, -1.11, 0.35], [-1.33, 0.61, 0.04], [0.26, -1.05, 2.55], [-1.04, 0.07, 2.64], [0.55, 0.61, 3.23], [2.16, -0.64, -1.81], [2.19, -0.40, -0.30], [-2.01, -2.44, -6.63], [-1.14, -1.92, -5.58], [-2.86, -1.78, -6.58], [-1.55, -2.36, -7.63], [-2.27, -3.46, -6.41], [-0.82, -2.67, -4.97], [5.75, 0.85, 0.10], [4.47, 0.53, -0.44], [5.69, 0.81, 1.20], [6.54, 0.12, -0.14], [6.06, 1.83, -0.30], [4.54, 0.31, -1.39], [1.00, -3.97, 0.34], [0.59, -3.39, -0.90], [0.79, -5.04, 0.30], [2.07, -3.77, 0.54], [0.39, -3.50, 1.14], [0.96, -2.47, -0.92], [3.36, 1.84, -3.44], [3.64, 0.42, -3.56], [2.66, 2.24, -4.17], [3.01, 1.96, -2.43], [4.23, 2.48, -3.50], [3.95, 0.09, -4.42], [-2.44, 3.41, -1.21], [-3.59, 2.59, -1.46], [-2.54, 3.75, -0.18], [-1.53, 2.79, -1.17], [-2.31, 4.26, -1.88], [-3.49, 2.32, -2.38]],
  "energy_ev": -86515.540,
  "e_above_lowest_kcal_mol": 51.6,
  "homo_lumo_gap_ev": 8.78,
  "e_homo_ev": -8.27,
  "lumo_ev": 0.511
}